ORCA calculation (ωB97M-V/def2-TZVPD) on a cluster of 9 separate species, C33H81N7O9 in total at a distorted geometry.

Each atom is followed by the atoms it is bonded to, with distances in Å.
Positions of all 130 atoms, in Å:
1 C 4.329 -10.742 15.875  C2 1.506, H12 1.099, H13 1.108, H14 1.071
2 C 5.832 -10.698 15.795  C1 1.506, C3 1.529, C4 1.504, N10 1.550
3 C 6.374 -12.117 15.615  C2 1.529, H15 1.061, H16 1.097, H17 1.109
4 C 6.255 -9.787 14.675  C2 1.504, C5 1.525, H18 1.084, H19 1.104
5 C 7.680 -9.248 14.735  C4 1.525, C6 1.500, H20 1.098, H21 1.043
6 C 7.897 -8.532 16.035  C5 1.500, C7 1.580, H22 1.102, H23 1.085
7 C 7.626 -9.488 17.263  C6 1.580, C8 1.596, C9 1.462, N10 1.467
8 C 8.704 -10.664 17.260  C7 1.596, H24 1.058, H25 1.135, H26 1.101
9 C 7.838 -8.634 18.430  C7 1.462, H27 1.096, H28 1.079, H29 1.053
10 N 6.270 -10.030 17.123  C2 1.550, C7 1.467, O11 1.416
11 O 6.037 -11.024 18.105  N10 1.416, H30 1.029
12 H 3.981 -11.349 16.723  C1 1.099
13 H 4.032 -9.685 16.030  C1 1.108
14 H 3.959 -11.169 14.966  C1 1.071
15 H 5.937 -12.814 16.285  C3 1.061
16 H 6.057 -12.364 14.594  C3 1.097
17 H 7.475 -12.126 15.745  C3 1.109
18 H 6.062 -10.317 13.750  C4 1.084
19 H 5.621 -8.899 14.846  C4 1.104
20 H 8.431 -10.040 14.609  C5 1.098
21 H 7.876 -8.679 13.883  C5 1.043
22 H 7.233 -7.689 16.288  C6 1.102
23 H 8.934 -8.228 16.132  C6 1.085
24 H 9.644 -10.335 17.616  C8 1.058
25 H 8.885 -11.127 16.239  C8 1.135
26 H 8.370 -11.507 17.886  C8 1.101
27 H 8.897 -8.360 18.359  C9 1.096
28 H 7.937 -9.195 19.346  C9 1.079
29 H 7.258 -7.768 18.572  C9 1.053
30 H 5.252 -10.678 18.674  O11 1.029
31 C 5.054 -14.041 20.093  C32 1.544, H42 1.104, H43 1.092, H44 1.108
32 C 5.911 -15.297 19.825  C31 1.544, C33 1.507, C34 1.554, N40 1.510
33 C 5.055 -16.503 20.112  C32 1.507, H45 1.131, H46 1.149, H47 1.100
34 C 6.502 -15.408 18.391  C32 1.554, C35 1.535, H48 1.112, H49 1.121
35 C 7.644 -14.410 18.156  C34 1.535, C36 1.528, H50 1.100, H51 1.109
36 C 8.707 -14.790 19.186  C35 1.528, C37 1.503, H52 1.082, H53 1.076
37 C 8.257 -14.566 20.601  C36 1.503, C38 1.566, C39 1.564, N40 1.495
38 C 9.400 -14.926 21.609  C37 1.566, H54 1.090, H55 1.157, H56 1.082
39 C 8.037 -13.055 20.938  C37 1.564, H57 1.065, H58 1.125, H59 1.086
40 N 7.072 -15.460 20.776  C32 1.510, C37 1.495, O41 1.364
41 O 6.656 -15.497 22.074  N40 1.364, H60 0.984
42 H 5.415 -13.118 19.608  C31 1.104
43 H 4.036 -14.171 19.719  C31 1.092
44 H 5.092 -13.879 21.189  C31 1.108
45 H 4.815 -16.610 21.211  C33 1.131
46 H 4.033 -16.335 19.615  C33 1.149
47 H 5.525 -17.376 19.635  C33 1.100
48 H 6.774 -16.476 18.241  C34 1.112
49 H 5.669 -15.262 17.655  C34 1.121
50 H 8.031 -14.531 17.134  C35 1.100
51 H 7.300 -13.362 18.272  C35 1.109
52 H 9.681 -14.367 18.977  C36 1.082
53 H 8.912 -15.841 19.081  C36 1.076
54 H 9.240 -14.653 22.653  C38 1.090
55 H 10.365 -14.350 21.335  C38 1.157
56 H 9.536 -15.990 21.471  C38 1.082
57 H 7.509 -12.908 21.851  C39 1.065
58 H 7.452 -12.555 20.117  C39 1.125
59 H 8.955 -12.484 21.039  C39 1.086
60 H 6.786 -16.444 22.310  O41 0.984
61 C -1.663 -15.291 14.171  C62 1.505, H72 1.102, H73 1.141, H74 1.064
62 C -0.618 -14.214 14.276  C61 1.505, C63 1.502, C64 1.526, N70 1.495
63 C -0.732 -13.281 13.104  C62 1.502, H75 1.091, H76 1.092, H77 1.075
64 C -0.833 -13.434 15.570  C62 1.526, C65 1.548, H78 1.067, H79 1.102
65 C 0.419 -12.590 15.911  C64 1.548, C66 1.538, H80 1.048, H81 1.092
66 C 1.682 -13.452 16.072  C65 1.538, C67 1.511, H82 1.012, H83 1.047
67 C 1.938 -14.206 14.787  C66 1.511, C68 1.515, C69 1.526, N70 1.472
68 C 2.442 -13.268 13.709  C67 1.515, H84 1.076, H85 1.101, H86 1.072
69 C 2.938 -15.302 15.142  C67 1.526, H87 1.067, H88 1.114, H89 1.083
70 N 0.685 -14.916 14.487  C62 1.495, C67 1.472, O71 1.413
71 O 0.922 -15.794 13.405  N70 1.413, H90 0.971
72 H -1.602 -15.823 13.208  C61 1.102
73 H -2.676 -14.769 14.214  C61 1.141
74 H -1.593 -16.015 14.948  C61 1.064
75 H 0.031 -12.501 13.080  C63 1.091
76 H -1.721 -12.820 13.045  C63 1.092
77 H -0.602 -13.842 12.197  C63 1.075
78 H -1.669 -12.774 15.505  C64 1.067
79 H -1.023 -14.108 16.421  C64 1.102
80 H 0.248 -12.209 16.873  C65 1.048
81 H 0.519 -11.862 15.103  C65 1.092
82 H 1.405 -14.169 16.730  C66 1.012
83 H 2.532 -12.892 16.317  C66 1.047
84 H 2.407 -13.770 12.758  C68 1.076
85 H 1.790 -12.383 13.647  C68 1.101
86 H 3.462 -12.998 13.894  C68 1.072
87 H 3.778 -14.766 15.520  C69 1.067
88 H 2.380 -15.943 15.862  C69 1.114
89 H 3.222 -15.887 14.275  C69 1.083
90 H 0.908 -16.653 13.859  O71 0.971
91 N -0.764 -7.125 19.134  C92 1.359, H95 1.013, H96 1.015
92 C -1.373 -7.099 17.919  N91 1.359, N93 1.386, O94 1.219
93 N -2.752 -7.226 17.954  C92 1.386, H97 1.003, H98 0.984
94 O -0.733 -7.004 16.885  C92 1.219
95 H -1.207 -7.345 20.017  N91 1.013
96 H 0.247 -7.198 19.184  N91 1.015
97 H -3.167 -7.270 17.042  N93 1.003
98 H -3.356 -7.355 18.720  N93 0.984
99 N 1.818 -6.188 16.991  C100 1.366, H103 1.043, H104 1.024
100 C 2.671 -6.948 17.739  N99 1.366, N101 1.416, O102 1.228
101 N 4.040 -6.680 17.497  C100 1.416, H105 1.011, H106 1.024
102 O 2.282 -7.780 18.555  C100 1.228
103 H 0.813 -6.466 17.027  N99 1.043
104 H 2.236 -5.753 16.164  N99 1.024
105 H 4.401 -6.027 16.814  N101 1.011
106 H 4.722 -7.406 17.735  N101 1.024
107 C 0.949 -14.684 20.702  O108 1.430, H109 1.062, H110 1.153, H111 1.084
108 O 1.616 -13.596 20.056  C107 1.430, H112 0.984
109 H 0.284 -14.332 21.453  C107 1.062
110 H 0.391 -15.281 19.889  C107 1.153
111 H 1.599 -15.364 21.239  C107 1.084
112 H 2.397 -13.317 20.585  O108 0.984
113 C 0.328 -9.807 21.992  O114 1.385, H115 1.047, H116 1.076, H117 1.140
114 O 0.921 -8.677 21.453  C113 1.385, H118 0.952
115 H 0.920 -10.317 22.690  C113 1.047
116 H -0.463 -9.505 22.656  C113 1.076
117 H -0.072 -10.551 21.228  C113 1.140
118 H 1.796 -8.919 21.165  O114 0.952
119 C 2.192 -10.923 18.980  O120 1.459, H121 1.113, H122 1.127, H123 1.069
120 O 3.480 -10.368 19.383  C119 1.459, H124 1.008
121 H 1.760 -10.287 18.175  C119 1.113
122 H 2.247 -11.972 18.572  C119 1.127
123 H 1.514 -11.025 19.801  C119 1.069
124 H 3.364 -9.370 19.293  O120 1.008
125 C 6.112 -10.173 22.005  O126 1.439, H127 1.106, H128 1.068, H129 1.099
126 O 4.927 -9.534 21.498  C125 1.439, H130 0.994
127 H 6.433 -9.608 22.900  C125 1.106
128 H 5.917 -11.159 22.367  C125 1.068
129 H 6.898 -10.027 21.251  C125 1.099
130 H 4.500 -10.074 20.780  O126 0.994

Properties
Electronic energy = -64388.9082 eV
Net charge = 0
Energy relative to the best compared isomer or geometry (same formula, charge and spin) = 0.0 kJ/mol
Frontier orbital gap = 8.9 eV
Structure (SMILES) = CC1(C)CCCC(C)(C)N1O.CC1(C)CCCC(C)(C)N1O.CC1(C)CCCC(C)(C)N1O.NC(N)=O.NC(N)=O.CO.CO.CO.CO
Highest occupied orbital energy = -8.33 eV
Multiplicity = 1